Computed, not measured: 14 unconnected molecules or ions with the total composition C60H149N12O26S in a non-equilibrium geometry, with ωB97M-V/def2-TZVPD.

Properties
F_max, eV Å⁻¹: 6.6
Kohn-Sham gap, eV: 4.86
Molar mass, g/mol: 1486.98
Electronic energy, a.u.: -5386.59459
Charge: -1

Last columns: bonded neighbours and bond lengths (Å).
CARTESIAN COORDINATES (ANGSTROEM)
1 N 1.76 -1.99 1.95  H2 1.010, H3 1.010, H4 1.010, H5 1.010
2 H 2.28 -2.42 1.20  N1 1.010
3 H 0.95 -2.56 2.13  N1 1.010
4 H 1.46 -1.08 1.63  N1 1.010
5 H 2.33 -1.98 2.79  N1 1.010
6 N -2.89 2.88 0.71  H7 1.010, H8 1.010, H9 1.010, H10 1.010
7 H -3.02 3.46 1.52  N6 1.010
8 H -3.77 2.44 0.46  N6 1.010
9 H -2.23 2.12 0.86  N6 1.010
10 H -2.50 3.37 -0.08  N6 1.010
11 N 1.75 -1.30 -1.70  H12 1.010, H13 1.010, H14 1.010, H15 1.010
12 H 1.00 -1.16 -1.05  N11 1.010
13 H 1.37 -1.87 -2.44  N11 1.010
14 H 2.43 -1.90 -1.26  N11 1.010
15 H 2.04 -0.42 -2.12  N11 1.010
16 S -0.13 0.46 0.40  O17 1.457, O18 1.441, O19 1.465, O20 1.473
17 O -1.30 1.03 1.05  S16 1.457
18 O 0.20 1.31 -0.72  S16 1.441
19 O 1.00 0.33 1.33  S16 1.465
20 O -0.37 -0.93 -0.03  S16 1.473
21 C 5.19 -5.97 1.15  C22 1.500, C27 1.349, H31 1.080
22 C 4.14 -4.90 1.18  C21 1.500, C23 1.533, O30 1.230
23 C 3.82 -4.10 -0.09  C22 1.533, O24 1.263, C25 1.478
24 O 3.06 -3.10 -0.06  C23 1.263
25 C 4.50 -4.55 -1.32  C23 1.478, C26 1.368, H32 1.080
26 C 5.42 -5.56 -1.29  C25 1.368, C27 1.531, O29 1.293
27 C 5.81 -6.29 0.00  C21 1.349, C26 1.531, O28 1.303
28 O 6.67 -7.27 0.09  C27 1.303
29 O 5.97 -5.72 -2.45  C26 1.293
30 O 3.59 -4.57 2.23  C22 1.230
31 H 5.43 -6.41 2.11  C21 1.080
32 H 4.29 -3.95 -2.19  C25 1.080
33 C -5.16 3.29 -2.47  O34 1.404, H42 1.090, H43 1.090, H44 1.090
34 O -3.84 3.44 -2.00  C33 1.404, C35 1.434
35 C -2.79 3.01 -2.87  O34 1.434, C36 1.511, H45 1.090, H46 1.090
36 C -1.53 3.79 -2.60  C35 1.511, N37 1.482, H47 1.090, H48 1.090
37 N -0.94 3.53 -1.27  C36 1.482, C38 1.465, H49 1.010
38 C 0.13 4.51 -1.05  N37 1.465, C39 1.536, H50 1.090, H51 1.090
39 C 0.85 4.33 0.29  C38 1.536, O40 1.446, H52 1.090, H53 1.090
40 O 1.90 5.31 0.34  C39 1.446, C41 1.426
41 C 3.02 4.96 1.16  O40 1.426, H54 1.090, H55 1.090, H56 1.090
42 H -5.32 2.22 -2.49  C33 1.090
43 H -5.38 3.63 -3.49  C33 1.090
44 H -5.85 3.77 -1.79  C33 1.090
45 H -3.02 3.21 -3.91  C35 1.090
46 H -2.56 1.94 -2.80  C35 1.090
47 H -1.81 4.84 -2.70  C36 1.090
48 H -0.78 3.68 -3.39  C36 1.090
49 H -0.51 2.63 -1.14  N37 1.010
50 H -0.26 5.53 -1.08  C38 1.090
51 H 0.90 4.44 -1.82  C38 1.090
52 H 1.09 3.27 0.38  C39 1.090
53 H 0.09 4.47 1.07  C39 1.090
54 H 3.47 3.99 0.95  C41 1.090
55 H 2.77 4.95 2.22  C41 1.090
56 H 3.81 5.71 1.09  C41 1.090
57 C 4.88 -0.28 0.51  O58 1.432, H66 1.090, H67 1.090, H68 1.090
58 O 4.44 0.35 -0.70  C57 1.432, C59 1.421
59 C 3.91 1.64 -0.44  O58 1.421, C60 1.541, H69 1.090, H70 1.090
60 C 3.35 2.35 -1.69  C59 1.541, N61 1.490, H71 1.090, H72 1.090
61 N 2.30 1.49 -2.30  C60 1.490, C62 1.443, H73 1.010
62 C 1.98 2.07 -3.58  N61 1.443, C63 1.577, H74 1.090, H75 1.090
63 C 1.05 1.07 -4.37  C62 1.577, O64 1.423, H76 1.090, H77 1.090
64 O 0.53 1.66 -5.55  C63 1.423, C65 1.466
65 C -0.58 0.92 -6.16  O64 1.466, H78 1.090, H79 1.090, H80 1.090
66 H 5.10 -1.33 0.28  C57 1.090
67 H 4.09 -0.20 1.25  C57 1.090
68 H 5.80 0.16 0.88  C57 1.090
69 H 4.61 2.26 0.12  C59 1.090
70 H 3.02 1.56 0.18  C59 1.090
71 H 4.14 2.59 -2.40  C60 1.090
72 H 2.88 3.28 -1.37  C60 1.090
73 H 1.51 1.54 -1.67  N61 1.010
74 H 2.81 2.35 -4.23  C62 1.090
75 H 1.45 2.98 -3.28  C62 1.090
76 H 0.19 0.89 -3.73  C63 1.090
77 H 1.51 0.11 -4.57  C63 1.090
78 H -0.27 0.06 -6.76  C65 1.090
79 H -1.18 1.72 -6.60  C65 1.090
80 H -1.30 0.46 -5.47  C65 1.090
81 C -4.75 0.99 5.40  O82 1.401, H90 1.090, H91 1.090, H92 1.090
82 O -4.01 2.13 5.08  C81 1.401, C83 1.403
83 C -2.96 1.89 4.18  O82 1.403, C84 1.640, H93 1.090, H94 1.090
84 C -2.41 3.41 3.92  C83 1.640, N85 1.486, H95 1.090, H96 1.090
85 N -3.41 4.08 3.04  C84 1.486, C86 1.513, H97 1.010
86 C -2.90 5.49 2.88  N85 1.513, C87 1.519, H98 1.090, H99 1.090
87 C -3.66 6.12 1.72  C86 1.519, O88 1.422, H100 1.090, H101 1.090
88 O -2.90 5.95 0.53  C87 1.422, C89 1.479
89 C -3.63 6.48 -0.64  O88 1.479, H102 1.090, H103 1.090, H104 1.090
90 H -4.24 0.36 6.14  C81 1.090
91 H -5.06 0.38 4.55  C81 1.090
92 H -5.66 1.33 5.89  C81 1.090
93 H -3.42 1.42 3.30  C83 1.090
94 H -2.19 1.30 4.68  C83 1.090
95 H -1.47 3.30 3.38  C84 1.090
96 H -2.27 3.95 4.86  C84 1.090
97 H -4.19 4.18 3.68  N85 1.010
98 H -1.84 5.59 2.67  C86 1.090
99 H -3.21 6.06 3.76  C86 1.090
100 H -3.75 7.19 1.91  C87 1.090
101 H -4.67 5.70 1.70  C87 1.090
102 H -2.93 6.62 -1.46  C89 1.090
103 H -4.06 7.46 -0.39  C89 1.090
104 H -4.45 5.82 -0.89  C89 1.090
105 C 7.60 -0.87 3.45  O106 1.379, H114 1.090, H115 1.090, H116 1.090
106 O 6.59 -1.22 4.32  C105 1.379, C107 1.431
107 C 5.51 -1.88 3.64  O106 1.431, C108 1.555, H117 1.090, H118 1.090
108 C 4.51 -2.19 4.78  C107 1.555, N109 1.446, H119 1.090, H120 1.090
109 N 3.31 -2.72 4.17  C108 1.446, C110 1.502, H121 1.010
110 C 2.19 -3.08 5.10  N109 1.502, C111 1.507, H122 1.090, H123 1.090
111 C 1.76 -2.13 6.19  C110 1.507, O112 1.455, H124 1.090, H125 1.090
112 O 0.86 -1.12 5.66  C111 1.455, C113 1.404
113 C 0.61 -0.11 6.60  O112 1.404, H126 1.090, H127 1.090, H128 1.090
114 H 8.47 -0.55 4.03  C105 1.090
115 H 7.26 -0.10 2.76  C105 1.090
116 H 7.92 -1.77 2.93  C105 1.090
117 H 5.80 -2.85 3.25  C107 1.090
118 H 5.05 -1.34 2.81  C107 1.090
119 H 4.28 -1.21 5.18  C108 1.090
120 H 4.84 -2.80 5.63  C108 1.090
121 H 3.48 -3.52 3.58  N109 1.010
122 H 2.38 -3.96 5.71  C110 1.090
123 H 1.25 -3.28 4.58  C110 1.090
124 H 2.70 -1.73 6.57  C111 1.090
125 H 1.19 -2.70 6.93  C111 1.090
126 H 1.46 0.53 6.82  C113 1.090
127 H 0.24 -0.47 7.56  C113 1.090
128 H -0.20 0.49 6.17  C113 1.090
129 C 0.69 1.86 4.10  O130 1.451, H138 1.090, H139 1.090, H140 1.090
130 O 1.90 2.21 4.83  C129 1.451, C131 1.421
131 C 2.99 1.55 4.21  O130 1.421, C132 1.580, H141 1.090, H142 1.090
132 C 4.33 1.70 5.03  C131 1.580, N133 1.472, H143 1.090, H144 1.090
133 N 5.12 2.94 5.04  C132 1.472, C134 1.491, H145 1.010
134 C 5.42 3.33 3.63  N133 1.491, C135 1.515, H146 1.090, H147 1.090
135 C 5.76 4.80 3.55  C134 1.515, O136 1.492, H148 1.090, H149 1.090
136 O 4.53 5.60 3.85  C135 1.492, C137 1.430
137 C 4.82 6.99 4.04  O136 1.430, H150 1.090, H151 1.090, H152 1.090
138 H 0.50 0.80 4.01  C129 1.090
139 H 0.68 2.24 3.08  C129 1.090
140 H -0.18 2.30 4.58  C129 1.090
141 H 3.14 2.00 3.23  C131 1.090
142 H 2.85 0.48 4.09  C131 1.090
143 H 5.06 0.91 4.83  C132 1.090
144 H 4.05 1.47 6.05  C132 1.090
145 H 4.57 3.64 5.53  N133 1.010
146 H 4.73 3.14 2.81  C134 1.090
147 H 6.36 2.86 3.32  C134 1.090
148 H 6.07 5.16 2.57  C135 1.090
149 H 6.60 5.04 4.19  C135 1.090
150 H 5.60 7.17 4.77  C137 1.090
151 H 3.99 7.63 4.31  C137 1.090
152 H 5.22 7.33 3.08  C137 1.090
153 C -3.02 -5.22 -1.28  O154 1.405, H162 1.090, H163 1.090, H164 1.090
154 O -3.09 -4.43 -0.13  C153 1.405, C155 1.436
155 C -1.92 -3.74 0.35  O154 1.436, C156 1.511, H165 1.090, H166 1.090
156 C -2.16 -3.21 1.74  C155 1.511, N157 1.438, H167 1.090, H168 1.090
157 N -1.11 -2.33 2.16  C156 1.438, C158 1.467, H169 1.010
158 C -1.56 -1.41 3.21  N157 1.467, C159 1.567, H170 1.090, H171 1.090
159 C -1.86 -2.14 4.57  C158 1.567, O160 1.396, H172 1.090, H173 1.090
160 O -3.08 -2.80 4.46  C159 1.396, C161 1.449
161 C -3.74 -3.34 5.63  O160 1.449, H174 1.090, H175 1.090, H176 1.090
162 H -2.60 -6.21 -1.09  C153 1.090
163 H -2.41 -4.80 -2.08  C153 1.090
164 H -4.05 -5.40 -1.59  C153 1.090
165 H -1.70 -2.93 -0.35  C155 1.090
166 H -1.01 -4.34 0.40  C155 1.090
167 H -2.17 -4.00 2.50  C156 1.090
168 H -3.09 -2.65 1.77  C156 1.090
169 H -1.08 -1.87 1.27  N157 1.010
170 H -2.47 -0.88 2.92  C158 1.090
171 H -0.78 -0.66 3.34  C158 1.090
172 H -1.93 -1.34 5.31  C159 1.090
173 H -1.04 -2.76 4.92  C159 1.090
174 H -3.38 -2.89 6.56  C161 1.090
175 H -3.61 -4.42 5.54  C161 1.090
176 H -4.81 -3.11 5.60  C161 1.090
177 C -8.55 4.21 -0.25  O178 1.449, H186 1.090, H187 1.090, H188 1.090
178 O -7.89 3.00 0.20  C177 1.449, C179 1.433
179 C -6.94 3.28 1.23  O178 1.433, C180 1.500, H189 1.090, H190 1.090
180 C -6.12 2.09 1.65  C179 1.500, N181 1.485, H191 1.090, H192 1.090
181 N -5.48 1.56 0.42  C180 1.485, C182 1.430, H193 1.010
182 C -4.86 0.29 0.61  N181 1.430, C183 1.556, H194 1.090, H195 1.090
183 C -4.11 -0.15 -0.68  C182 1.556, O184 1.416, H196 1.090, H197 1.090
184 O -4.92 -0.42 -1.81  C183 1.416, C185 1.445
185 C -5.63 -1.67 -1.65  O184 1.445, H198 1.090, H199 1.090, H200 1.090
186 H -9.22 3.93 -1.06  C177 1.090
187 H -7.83 4.92 -0.67  C177 1.090
188 H -9.11 4.66 0.57  C177 1.090
189 H -7.51 3.75 2.03  C179 1.090
190 H -6.22 4.02 0.89  C179 1.090
191 H -6.82 1.34 2.01  C180 1.090
192 H -5.44 2.35 2.46  C180 1.090
193 H -6.17 1.55 -0.33  N181 1.010
194 H -5.60 -0.43 0.96  C182 1.090
195 H -4.17 0.33 1.45  C182 1.090
196 H -3.53 -1.03 -0.41  C183 1.090
197 H -3.40 0.62 -1.01  C183 1.090
198 H -6.58 -1.60 -1.11  C185 1.090
199 H -4.97 -2.43 -1.24  C185 1.090
200 H -5.88 -2.09 -2.62  C185 1.090
201 C 2.08 -2.50 -8.98  O202 1.457, H210 1.090, H211 1.090, H212 1.090
202 O 0.95 -2.80 -8.12  C201 1.457, C203 1.393
203 C -0.15 -3.18 -8.89  O202 1.393, C204 1.511, H213 1.090, H214 1.090
204 C -1.31 -3.63 -8.03  C203 1.511, N205 1.469, H215 1.090, H216 1.090
205 N -1.74 -2.64 -7.04  C204 1.469, C206 1.449, H217 1.010
206 C -2.69 -3.22 -6.12  N205 1.449, C207 1.539, H218 1.090, H219 1.090
207 C -3.01 -2.28 -4.95  C206 1.539, O208 1.387, H220 1.090, H221 1.090
208 O -1.87 -2.00 -4.22  C207 1.387, C209 1.409
209 C -2.14 -1.18 -3.11  O208 1.409, H222 1.090, H223 1.090, H224 1.090
210 H 2.99 -2.39 -8.38  C201 1.090
211 H 1.95 -1.52 -9.45  C201 1.090
212 H 2.29 -3.31 -9.68  C201 1.090
213 H 0.10 -4.04 -9.51  C203 1.090
214 H -0.42 -2.25 -9.39  C203 1.090
215 H -0.93 -4.51 -7.50  C204 1.090
216 H -2.15 -3.89 -8.67  C204 1.090
217 H -0.88 -2.32 -6.62  N205 1.010
218 H -2.29 -4.15 -5.72  C206 1.090
219 H -3.68 -3.50 -6.48  C206 1.090
220 H -3.71 -2.81 -4.30  C207 1.090
221 H -3.35 -1.31 -5.32  C207 1.090
222 H -2.79 -1.74 -2.44  C209 1.090
223 H -2.61 -0.25 -3.43  C209 1.090
224 H -1.21 -1.08 -2.55  C209 1.090
225 C -1.35 -6.65 -4.68  O226 1.398, H234 1.090, H235 1.090, H236 1.090
226 O -0.86 -5.50 -4.05  C225 1.398, C227 1.433
227 C 0.56 -5.53 -3.83  O226 1.433, C228 1.579, H237 1.090, H238 1.090
228 C 1.01 -4.34 -2.90  C227 1.579, N229 1.497, H239 1.090, H240 1.090
229 N 0.78 -3.01 -3.55  C228 1.497, C230 1.497, H241 1.010
230 C 1.50 -2.79 -4.85  N229 1.497, C231 1.488, H242 1.090, H243 1.090
231 C 2.98 -2.71 -4.75  C230 1.488, O232 1.399, H244 1.090, H245 1.090
232 O 3.40 -1.48 -4.24  C231 1.399, C233 1.405
233 C 4.79 -1.43 -4.00  O232 1.405, H246 1.090, H247 1.090, H248 1.090
234 H -2.42 -6.43 -4.74  C225 1.090
235 H -1.27 -7.54 -4.05  C225 1.090
236 H -0.96 -6.86 -5.68  C225 1.090
237 H 1.13 -5.50 -4.75  C227 1.090
238 H 0.71 -6.44 -3.25  C227 1.090
239 H 2.04 -4.49 -2.56  C228 1.090
240 H 0.40 -4.40 -2.00  C228 1.090
241 H -0.21 -2.99 -3.76  N229 1.010
242 H 1.19 -1.87 -5.35  C230 1.090
243 H 1.17 -3.52 -5.58  C230 1.090
244 H 3.31 -2.75 -5.79  C231 1.090
245 H 3.33 -3.58 -4.20  C231 1.090
246 H 5.42 -1.48 -4.89  C233 1.090
247 H 5.06 -2.25 -3.33  C233 1.090
248 H 5.02 -0.45 -3.60  C233 1.090